ORCA calculation (ωB97M-V/def2-TZVPD) on C3H5NS2 in the gas phase in a non-equilibrium geometry.

- calculated total energy (hartree) = -968.35127
- structure (SMILES) = [S-][N+]1=CCCS1

Each line ends with the natural charge from an NBO analysis.
Geometry (Å):
S1 -3.00973 0.72460 -0.09307  -0.069
N1 -1.50724 0.20639 0.11761  -0.536
C1 -0.42491 0.96744 0.37349  0.036
C2 0.82307 0.39213 -0.10224  -0.445
C3 0.69763 -1.14669 -0.09649  -0.584
S2 -1.02340 -1.48084 -0.16629  0.454
H1 -0.53040 1.93183 0.71484  0.216
H2 0.93601 0.81421 -1.21333  0.229
H3 1.65947 0.54848 0.58957  0.239
H4 1.19902 -1.43397 -0.96764  0.238
H5 1.18049 -1.52358 0.84355  0.221